1.
Entry from the Open Molecules 2025 dataset: 2 unconnected molecules or ions with the total composition C3H7NOS (ωB97M-V with the def2-TZVPD basis set).

Geometry as ORCA input:
```
! RIJCOSX wB97M-V def2-TZVPD def2/J DEFGRID3
* xyz 0 1
H -0.281 -2.186 1.170
O 1.063 0.042 -0.656
H 2.580 0.906 0.637
H -3.601 1.064 0.112
C 0.451 -0.924 -0.128
H 2.747 0.845 -1.082
C -2.536 0.833 0.120
H 3.071 -0.634 -0.213
H -1.948 1.712 -0.305
S -2.334 -0.541 -1.035
H -2.117 0.519 1.077
N 0.508 -1.898 0.613
C 2.397 0.262 -0.311
*
```

## Properties
ΔE to the lowest compared entry with this formula, charge and spin	112.3	kcal/mol
HOMO energy (alpha / beta)	-7.99 / -7.55	eV
gap between HOMO and LUMO (alpha / beta)	8.1 / 6.8	eV

---

2.
Entry from the Open Molecules 2025 dataset: 2 unconnected molecules or ions with the total composition C11H15N (ωB97M-V with the def2-TZVPD basis set).

Geometry as ORCA input:
```
! RIJCOSX wB97M-V def2-TZVPD def2/J DEFGRID3
* xyz -1 2
H -2.067 -1.799 -1.316
H -1.769 2.779 0.805
C 0.385 1.364 -1.109
H 0.837 1.461 -3.255
C -2.260 -1.780 -0.230
H -3.169 -2.390 -0.163
H -0.833 2.969 -1.358
H -2.300 -0.901 0.402
C 2.234 0.320 -2.286
H -1.147 0.118 2.597
C 1.145 1.198 -2.228
H -0.507 1.584 3.204
H -0.824 -3.436 -0.004
H -1.204 -2.963 1.541
H 2.775 -0.034 -3.154
C -0.153 1.182 1.163
C -0.246 0.751 2.532
C 2.669 -0.263 -1.028
C -1.144 -2.549 0.576
H 3.662 -0.714 -1.048
H 2.409 -0.289 0.995
C 0.759 0.736 0.125
C 2.039 0.153 0.083
H -0.242 -1.936 0.690
H 0.740 0.263 2.760
N -0.780 2.118 -0.837
C -1.008 2.059 0.542
*
```

## Properties
ΔE to the lowest compared entry with this formula, charge and spin	40.0	kcal/mol
HOMO energy (alpha / beta)	0.74 / -2.99	eV
gap between HOMO and LUMO (alpha / beta)	3.1 / 6.8	eV

---

3.
Entry from the Open Molecules 2025 dataset: a single C8H17N3O3 molecule (ωB97M-V with the def2-TZVPD basis set).

Geometry as ORCA input:
```
! RIJCOSX wB97M-V def2-TZVPD def2/J DEFGRID3
* xyz 0 1
H -0.708 -2.017 -2.382
H -1.015 0.273 -3.190
H 0.993 3.746 -0.397
H 0.446 0.449 3.481
O 0.254 -4.002 -0.964
N 1.810 0.927 1.839
H -1.729 2.071 -1.361
C 0.348 1.962 -1.252
H 1.974 1.901 1.914
H -1.533 -1.651 -0.071
C -1.160 -0.015 -2.115
C -0.961 1.260 -1.202
C -0.124 -3.278 -0.106
H 0.417 2.518 -2.160
H -1.250 0.882 -0.167
H 1.119 -0.430 0.306
H -0.185 1.369 2.191
C -0.459 -1.757 -0.301
N 0.349 2.946 -0.221
N 0.417 -1.030 0.625
O -0.980 -1.233 2.373
H 1.220 1.234 -1.336
C -0.306 -1.225 -1.723
C -0.054 -0.680 1.792
H 0.750 -1.128 -2.028
O -0.317 -3.522 1.170
H -2.187 -0.361 -1.935
H -0.867 -2.832 1.707
H 2.577 0.455 2.386
C 0.489 0.595 2.406
H 0.670 2.572 0.723
*
```

## Properties
ΔE to the lowest compared entry with this formula, charge and spin	7.5	kcal/mol
structure (SMILES)	NCCCC[C@H](NC(=O)CN)C(=O)O
HOMO energy	-9.71	eV
gap between HOMO and LUMO	10.2	eV

---

4.
Entry from the Open Molecules 2025 dataset: a single C4H9N3O molecule (ωB97M-V with the def2-TZVPD basis set).

Geometry as ORCA input:
```
! RIJCOSX wB97M-V def2-TZVPD def2/J DEFGRID3
* xyz 0 1
H 0.020 1.566 -0.146
C 1.157 0.044 -0.074
N 1.006 1.316 -0.170
H -1.473 0.862 -1.353
H -1.713 -1.613 0.569
O 3.446 0.308 0.186
H -2.501 0.469 1.560
H 3.789 0.238 -0.706
C -1.769 0.546 0.741
H -2.984 -0.130 -1.038
N 0.202 -0.954 -0.031
C -2.044 0.220 -0.707
H 2.446 -1.238 0.704
C -1.238 -0.710 0.155
N 2.358 -0.559 -0.046
H 0.421 -1.726 -0.625
H -1.124 1.360 0.979
*
```

## Properties
ΔE to the lowest compared entry with this formula, charge and spin	89.7	kcal/mol
structure (SMILES)	[H]/N=C(/NO)NC1CC1
HOMO energy	-8.87	eV
gap between HOMO and LUMO	9.8	eV

---

5.
Entry from the Open Molecules 2025 dataset: a single C21H21N3O6 molecule (ωB97M-V with the def2-TZVPD basis set).

Geometry as ORCA input:
```
! RIJCOSX wB97M-V def2-TZVPD def2/J DEFGRID3
* xyz 0 1
H 2.197 2.151 3.787
H 0.272 -2.946 -0.846
C 1.115 -2.266 -0.745
H 0.902 6.953 3.997
C -1.730 -0.999 -1.749
C 1.262 3.533 0.850
H -2.254 -4.804 1.448
C 1.828 1.056 1.982
C -1.531 -2.849 -3.319
H -3.027 -3.252 3.535
H -2.182 -2.324 -4.024
N -1.861 -2.421 -1.976
C 1.444 -1.459 -2.015
C 1.757 4.647 3.052
H 2.315 -1.869 -2.538
H -3.413 -0.788 2.442
C -2.477 -2.949 0.329
N 0.404 -1.316 -3.014
C -2.905 -2.955 2.515
H 0.078 -2.477 -4.714
H -0.317 0.526 -2.362
H 2.045 0.093 2.417
H -2.696 -0.496 -1.885
O 1.487 5.784 2.393
C 1.634 3.446 2.189
H -1.403 -0.819 -0.724
H 0.568 -3.385 -3.276
H -1.729 -3.920 -3.382
C 1.456 1.151 0.645
O -2.076 -4.560 -1.306
H 0.885 2.460 -0.956
H -1.176 -0.221 -3.702
O -2.853 -1.695 0.680
O 2.066 4.618 4.217
C -0.051 -2.559 -3.628
C -3.105 -1.712 1.993
C -2.502 -3.764 1.435
C 1.812 -0.081 -1.464
C 1.167 2.389 0.082
H 1.047 4.496 0.417
C 0.862 -1.231 0.320
O 0.326 -1.381 1.384
H 1.975 -2.862 -0.429
C -0.697 -0.424 -2.740
O 2.373 0.804 -2.048
C 1.910 2.201 2.748
H 2.610 7.093 3.538
C -2.132 -3.367 -1.036
H 1.346 7.792 2.478
N 1.377 -0.021 -0.147
C 1.594 6.978 3.153
*
```

## Properties
ΔE to the lowest compared entry with this formula, charge and spin	1.5	kcal/mol
structure (SMILES)	COC(=O)c1ccc(N2C(=O)C[C@@H](N3CCN(C(=O)c4ccco4)CC3)C2=O)cc1
HOMO energy	-8.72	eV
gap between HOMO and LUMO	8.9	eV

---

6.
Entry from the Open Molecules 2025 dataset: a molecular structure, C22H40Cl2InN5O3 (ωB97M-V with the def2-TZVPD basis set).

Geometry as ORCA input:
```
! RIJCOSX wB97M-V def2-TZVPD def2/J DEFGRID3
* xyz 0 1
N -0.526 2.810 2.412
H 1.329 1.884 -2.162
H 3.791 -2.984 1.258
H -4.557 1.409 1.622
C 3.818 -2.783 0.182
C 2.731 -1.830 -0.227
C -2.669 1.315 3.321
C -3.432 -3.783 -6.829
H -1.950 4.324 2.770
N -0.803 1.765 0.313
H -1.586 3.335 4.169
H -1.521 -2.864 -6.458
Cl -1.773 -1.336 0.711
C 0.853 3.118 2.057
H 0.913 -1.586 6.219
H 3.357 3.787 -3.543
H 4.208 4.200 -0.461
H -1.660 1.243 3.735
Cl 0.653 -0.375 -2.708
H 0.265 -1.846 3.069
C 1.474 -1.890 5.322
H -3.676 1.974 0.171
H 1.026 -2.780 4.864
H 2.508 -2.103 5.630
C -3.615 1.353 1.066
H -5.992 -3.889 -4.542
H -0.774 -2.160 -4.166
H -1.466 1.829 -0.459
H 5.044 3.139 -1.592
H -0.393 4.518 3.621
C -4.687 -4.101 -6.283
H -3.268 1.993 3.941
C 0.872 -3.339 -1.087
C 4.197 3.193 -0.896
H 0.682 -3.236 -2.165
H -3.143 0.326 3.349
C -2.490 -3.108 -6.040
H 1.553 -4.198 -0.960
H -4.323 -2.587 -3.210
C 2.085 2.014 -1.372
H 3.213 0.158 5.049
H 2.172 1.182 4.009
O -2.039 -1.511 -2.756
C -1.146 3.802 3.286
C 2.177 0.406 4.782
H -3.213 -4.059 -7.858
N 1.479 -0.802 4.355
O 0.992 -0.113 2.220
C 0.882 -0.932 3.159
C 2.665 3.937 -2.704
C -4.075 -2.960 -4.212
H 1.318 3.641 2.900
H 3.034 -0.783 -0.231
H 1.715 0.781 5.706
N -2.567 1.819 1.957
H -3.435 0.310 0.746
N 2.962 2.986 -1.641
H 4.783 -2.318 -0.026
H 3.763 -3.747 -0.332
H -5.418 -4.663 -6.890
C 1.482 -2.109 -0.555
O 2.081 1.309 -0.345
H 0.905 3.745 1.152
C -2.792 -2.727 -4.714
H 4.302 2.448 -0.101
C -5.011 -3.673 -4.975
In 0.112 -0.273 -0.277
C -1.314 2.145 1.496
H -0.075 -3.561 -0.572
H 1.639 3.763 -3.035
C -1.807 -2.095 -3.804
H 2.763 4.961 -2.329
H 1.396 2.183 1.895
*
```

## Properties
ΔE to the lowest compared entry with this formula, charge and spin	0.0	kcal/mol
HOMO energy	-5.96	eV
gap between HOMO and LUMO	6.3	eV